Density functional theory data (ωB97M-V/def2-TZVPD) for a cluster of 2 separate species, C5H14 in total in a non-equilibrium geometry.

Calculated values
HOMO-LUMO gap: 12.1 eV
LUMO level: 1.11 eV
structure (SMILES): CCC.CC

```
! wB97M-V def2-TZVPD RIJCOSX def2/J DEFGRID3
* xyz 0 1
C -0.88 2.50 0.62
C -0.47 1.69 1.84
C 0.01 0.28 1.56
H -1.97 2.42 0.47
H -0.56 2.17 -0.37
H -0.86 3.56 0.87
H 0.44 2.16 2.23
H -1.21 1.73 2.60
H 0.12 -0.25 2.51
H -0.63 -0.46 1.09
H 0.97 0.18 1.06
C 1.33 -1.84 -2.00
C -0.05 -2.26 -1.53
H 1.80 -1.02 -1.44
H 2.04 -2.59 -2.32
H 1.17 -1.27 -2.93
H -0.09 -2.72 -0.55
H -0.48 -2.92 -2.26
H -0.68 -1.37 -1.44
*
```

Mulliken population analysis, charges in e, atoms 1 to 2: C -1.084; C -0.187